Version one
The following is a DFT calculation (wB97M-V/def2-TZVPD) of CH3N3O2S in the gas phase.

```
10
CH3N3O2S (wB97M-V/def2-TZVPD)
C 1.040 -0.121 0.872
N -0.757 0.044 -0.607
N -1.562 0.302 0.386
N 0.585 -0.257 -0.442
O -2.655 0.618 0.160
O 1.133 -0.984 -1.226
S 1.579 1.375 0.033
H 0.125 -0.166 1.425
H 1.695 -0.963 0.961
H -1.182 0.152 -1.563
```

Structure (SMILES): O=NN[N@+]1([O-])CS1
Gap between HOMO and LUMO, eV: 8.47
2S+1: 1
Net charge: 0

---

Version two
The following is a DFT calculation (wB97M-V/def2-TZVPD) of CH3N3O2S in the gas phase.

```
10
CH3N3O2S (wB97M-V/def2-TZVPD)
C 0.512 1.100 -0.185
N 2.020 -1.296 -0.322
N 0.779 -1.128 -0.331
N 2.910 -0.531 -0.027
O 4.106 -0.540 -0.140
O 0.261 -1.729 0.798
S 2.040 1.383 0.392
H 0.117 1.161 -1.145
H -0.359 1.125 0.424
H -0.550 -1.290 0.897
```

Gap between HOMO and LUMO (spin up / spin down), eV: 8.57 / 8.57
2S+1: 1
Net charge: 0

---

Version three
The following is a DFT calculation (wB97M-V/def2-TZVPD) of CH3N3O2S in the gas phase.

```
10
CH3N3O2S (wB97M-V/def2-TZVPD)
C 0.041 -0.204 -0.147
N 2.889 -0.414 0.300
N -1.076 0.547 0.043
N -2.410 -0.016 -0.177
O -2.491 -1.150 -0.515
O -3.331 0.739 0.044
S 1.488 0.581 0.415
H 3.359 -0.224 -0.578
H -1.262 1.548 0.353
H 2.793 -1.408 0.261
```

Gap between HOMO and LUMO, eV: 9.25
2S+1: 1
Net charge: 0

---

Version four
The following is a DFT calculation (wB97M-V/def2-TZVPD) of CH3N3O2S in the gas phase.

```
10
CH3N3O2S (wB97M-V/def2-TZVPD)
C 0.192 0.052 1.081
N 0.268 -1.366 0.948
N -0.080 -2.101 0.157
N -0.579 0.670 0.083
O -0.939 0.852 -2.399
O 1.375 0.362 -1.463
S -0.045 0.133 -1.579
H 0.087 0.389 2.105
H 1.276 0.158 0.870
H -1.555 0.851 0.197
```

Gap between HOMO and LUMO (spin up / spin down), eV: 6.21 / 8.28
2S+1: 1
Net charge: 0

---

Which structure is the least stable? The one labeled version two.

---

Version one
The following is a DFT calculation (wB97M-V/def2-TZVPD) of 3 unconnected molecules or ions with the total composition C2H12N2O2.

```
18
C2H12N2O2 (wB97M-V/def2-TZVPD)
N 1.576 0.885 -1.063
C 1.287 -0.492 -0.673
C 0.449 -1.268 -1.711
N -0.476 -0.505 -2.541
H 2.566 1.060 -1.073
H 1.052 1.582 -0.555
H 0.827 -0.603 0.311
H 2.228 -1.047 -0.683
H 1.126 -1.798 -2.389
H -0.092 -2.091 -1.231
H -0.686 0.371 -2.083
H -0.152 -0.276 -3.465
H -1.428 -1.347 3.684
H -1.700 -0.275 2.640
O -1.700 -1.247 2.753
H -1.042 2.665 2.307
H -2.115 2.404 3.270
O -1.722 1.983 2.503
```

Structure (SMILES): NCCN.O.O
Gap between HOMO and LUMO, eV: 8.95
2S+1: 1
Net charge: 0

---

Version two
The following is a DFT calculation (wB97M-V/def2-TZVPD) of 3 unconnected molecules or ions with the total composition C2H12N2O2.

```
18
C2H12N2O2 (wB97M-V/def2-TZVPD)
N 1.228 -1.417 -0.665
C -0.202 -1.224 -0.431
C -0.757 0.189 -0.499
N -0.291 1.110 0.561
H 1.700 -1.968 0.039
H 1.419 -1.812 -1.573
H -0.741 -1.871 -1.125
H -0.531 -1.596 0.550
H -1.843 0.063 -0.435
H -0.576 0.602 -1.504
H -0.769 1.988 0.366
H 0.727 1.143 0.467
H 2.229 0.282 -0.680
H 3.621 0.818 -0.473
O 2.696 1.103 -0.441
H -3.018 0.648 2.593
H -1.961 0.990 1.577
O -2.931 0.950 1.674
```

Structure (SMILES): NCCN.O.O
Gap between HOMO and LUMO, eV: 10.32
2S+1: 1
Net charge: 0

---

Which structure is the least stable? The one labeled version one.